[1]
The following is a DFT calculation (the ωB97M-V functional and the def2-TZVPD basis) of one molecule with the formula C3H6O2S2.

Properties
**Orbital gap (alpha / beta)**: 7.56 / 8.14 eV
**DFT total energy**: -1064.60495 hartree
**F_max**: 4.59 eV/Å
**Relative energy (zero: lowest compared OMol25 entry of this formula, charge and spin)**: 474.41 kJ/mol
**LUMO (alpha / beta)**: 0.002 / 0.015 Ha
**HOMO energy (alpha / beta)**: -7.51 / -7.74 eV
**Total charge**: 0
**Multiplicity**: 1

CARTESIAN COORDINATES (ANGSTROEM)
C 1.4979 -0.2143 0.4174
C -0.7198 0.6600 0.0854
C -1.2991 -0.6712 0.3243
O 0.6079 0.6722 0.3343
O -0.8276 -1.6044 -0.5201
S 3.1506 0.4261 0.3356
S -1.3562 2.3147 0.2736
H 1.3306 -1.3276 0.4234
H -2.4397 -0.5812 0.2199
H -1.0984 -0.9528 1.3702
H -0.9990 -1.5275 -1.4500
H 3.1824 0.0114 -0.9402
H -1.0297 2.7945 -0.8737

---

[2]
The following is a DFT calculation (the ωB97M-V functional and the def2-TZVPD basis) of one molecule with the formula C3H6O2S2.

Properties
**Orbital gap**: 8.99 eV
**DFT total energy**: -1064.59969 hartree
**F_max**: 4.55 eV/Å
**Relative energy (zero: lowest compared OMol25 entry of this formula, charge and spin)**: 488.22 kJ/mol
**LUMO**: 0.021 Ha
**HOMO energy**: -8.42 eV
**Total charge**: 0
**SMILES**: C=[S@@](=O)(O)[C@H]1CS1
**Multiplicity**: 1

CARTESIAN COORDINATES (ANGSTROEM)
C -1.7864 -1.2905 -0.3636
C 0.8420 0.4288 -0.6432
C 1.8852 1.1196 0.1934
O -1.6896 1.2366 -0.1054
O -0.4366 -0.1507 1.5986
S 2.1629 -0.6309 -0.0717
S -0.9075 0.0950 0.0416
H -2.7112 -0.9301 -0.8289
H -1.3331 -1.8852 -1.0132
H 0.9402 0.6609 -1.7770
H 1.4584 1.3240 1.2133
H 2.4856 1.8377 -0.3991
H -0.2934 -1.0657 1.7640

---

[3]
The following is a DFT calculation (the ωB97M-V functional and the def2-TZVPD basis) of C3H6O2S2 as an isolated structure.

Properties
**Orbital gap (alpha / beta)**: 4.27 / 6.73 eV
**DFT total energy**: -1064.50301 hartree
**F_max**: 4.26 eV/Å
**Relative energy (zero: lowest compared OMol25 entry of this formula, charge and spin)**: 317.68 kJ/mol
**LUMO (alpha / beta)**: 0.020 / -0.104 Ha
**HOMO energy (alpha / beta)**: -3.71 / -9.58 eV
**Total charge**: 0
**Multiplicity**: 3

CARTESIAN COORDINATES (ANGSTROEM)
C -0.0011 -0.5796 -0.2513
C 2.2821 0.0388 -0.4288
C -1.6519 0.2885 0.3147
O 0.0738 -1.7477 -0.4152
O 0.8880 0.3750 -0.2534
S -2.9378 -0.8463 -0.0645
S -1.7686 1.9372 -0.3220
H 2.4784 -0.6023 -1.2785
H 2.3817 -0.6558 0.5143
H 3.0014 0.8816 -0.3261
H -1.4289 0.3624 1.4607
H -2.8402 -1.5046 1.0506
H -0.4768 2.0527 -0.0006

---

[4]
The following is a DFT calculation (the ωB97M-V functional and the def2-TZVPD basis) of one molecule with the formula C3H6O3.

Properties
**Orbital gap**: 11.12 eV
**DFT total energy**: -343.60420 hartree
**F_max**: 0.58 eV/Å
**Relative energy (zero: lowest compared OMol25 entry of this formula, charge and spin)**: 132.19 kJ/mol
**LUMO**: 0.023 Ha
**HOMO energy**: -10.49 eV
**Total charge**: 0
**SMILES**: O=C[C@H](O)CO
**Multiplicity**: 1

CARTESIAN COORDINATES (ANGSTROEM)
O 0.3751 -1.8171 0.6824
C 1.0262 -0.6872 0.1680
C 0.0543 0.3580 -0.3910
O -0.8812 -0.2522 -1.2329
C -0.6917 1.2279 0.5990
O -1.8567 1.4966 0.4048
H -0.2012 -2.1379 -0.0262
H 1.7269 -0.9582 -0.6375
H 1.6176 -0.2532 0.9827
H 0.6707 1.1055 -0.9297
H -1.7143 0.2251 -1.0456
H -0.1256 1.6926 1.4261

---

[5]
The following is a DFT calculation (the ωB97M-V functional and the def2-TZVPD basis) of a 2-piece molecular cluster, C3H6O3 overall.

Properties
**Orbital gap**: 10.46 eV
**DFT total energy**: -343.59528 hartree
**F_max**: 1.14 eV/Å
**Relative energy (zero: lowest compared OMol25 entry of this formula, charge and spin)**: 155.61 kJ/mol
**LUMO**: 0.021 Ha
**HOMO energy**: -9.90 eV
**Total charge**: 0
**SMILES**: CC=O.O=CO
**Multiplicity**: 1

CARTESIAN COORDINATES (ANGSTROEM)
O 2.4686 -2.0365 -1.2559
C 1.7422 -1.1625 -0.8571
C 1.8885 -0.5304 0.4888
H 0.9179 -0.8228 -1.4984
H 1.4406 -1.2196 1.2069
H 2.9093 -0.3472 0.7948
H 1.3168 0.3948 0.5812
O -2.5882 0.3083 -1.0789
C -2.2636 1.0765 -0.2437
O -2.6898 1.0002 1.0813
H -1.5655 1.9222 -0.3471
H -3.5768 1.4171 1.1281

---

[6]
The following is a DFT calculation (the ωB97M-V functional and the def2-TZVPD basis) of a 2-piece molecular cluster, C3H6O3 overall.

Properties
**Orbital gap**: 10.89 eV
**DFT total energy**: -343.60822 hartree
**F_max**: 2.25 eV/Å
**Relative energy (zero: lowest compared OMol25 entry of this formula, charge and spin)**: 121.65 kJ/mol
**LUMO**: 0.031 Ha
**HOMO energy**: -10.04 eV
**Total charge**: 0
**SMILES**: CC=O.O=CO
**Multiplicity**: 1

CARTESIAN COORDINATES (ANGSTROEM)
O -0.0079 -0.8314 0.2699
C -0.8351 -0.6592 1.1285
C -0.7536 0.5314 2.0633
H -1.4198 -1.5196 1.4878
H -1.4565 0.5106 2.8966
H 0.2328 0.4844 2.5238
H -0.8730 1.4347 1.4691
O -0.2669 -0.1070 -2.7884
C 0.8411 0.3030 -2.6180
O 1.7474 -0.2071 -1.7632
H 1.2864 1.1883 -3.0862
H 1.5051 -1.1280 -1.5831